[1]
Density functional theory data (wB97M-V/def2-TZVPD) for a cluster of 10 separate species, C90H190N10O10 in total at a distorted geometry.

Structure (XYZ):
```
300
Properties=species:S:1:pos:R:3
C -1.207 1.748 6.858
H 3.303 0.121 2.585
C 2.108 4.191 -0.006
H -3.557 -8.793 0.819
H 0.017 0.536 3.312
H 7.839 2.767 -0.907
O 1.639 1.962 -0.756
H -1.311 5.583 -8.698
C 7.053 0.585 -2.459
H 2.545 6.768 -2.260
C 3.373 2.053 4.648
C -5.123 -2.843 -3.940
H 5.343 -3.200 -3.045
H 4.613 3.702 5.495
H 2.287 2.270 -3.614
C 3.442 -0.177 3.601
C -2.290 1.987 -8.594
O -5.181 6.335 0.973
H -6.722 -0.448 -2.071
H -6.820 -4.253 -6.283
C 0.183 -7.466 3.294
C 4.880 -4.672 1.903
C 0.733 4.397 0.684
H 1.231 -0.202 -0.767
C -4.618 6.514 -1.910
H -0.036 -5.574 5.107
H 1.234 5.322 -3.788
H -2.431 -0.823 8.973
H -10.070 -2.246 -4.524
O -2.839 -5.490 2.456
H 5.840 4.353 -5.530
H 2.281 -3.914 -0.297
O 5.422 -0.881 5.559
H 3.009 -2.453 1.867
C -4.588 2.711 0.378
H 0.986 -0.168 7.370
H -2.021 2.041 -3.904
H 7.158 0.575 6.309
H 3.689 5.531 -0.624
C -4.909 4.007 1.076
C -9.612 -3.157 -4.959
H -3.959 6.755 -2.709
H 3.622 -1.902 0.347
H -3.137 0.796 -4.594
O -1.299 4.168 -5.284
H -0.992 -9.120 0.533
O -2.534 -1.502 5.651
H -2.220 1.249 -9.411
H 6.493 2.936 0.154
H -9.889 -3.901 -4.260
H -1.579 2.751 7.046
H -2.202 5.571 0.363
H 0.229 3.439 0.895
C -6.148 -0.745 -4.850
H 4.996 -1.689 5.910
H 2.313 -6.320 -0.836
H 0.624 1.778 -3.169
H -5.191 -3.391 -4.900
H 0.094 -7.731 0.620
C 4.212 -3.906 0.760
C -0.668 -0.659 1.509
H 8.116 4.097 -2.304
H -7.101 4.003 0.989
H 3.699 0.013 8.284
O 0.950 -0.887 -0.149
H 5.860 -4.289 2.088
H -8.531 -1.065 -6.034
C 7.319 4.532 -2.956
C 2.815 -4.642 0.351
C -0.933 3.834 -7.514
H 8.591 0.669 -3.831
H 6.941 1.591 7.655
H -2.538 0.388 1.748
H -1.464 -2.400 9.077
H 0.654 -7.623 4.283
H 1.119 0.402 2.048
H 4.340 0.575 -1.919
N 2.048 3.246 -1.237
H 4.637 3.293 -4.871
H 6.497 1.756 -4.933
C 5.028 0.784 -1.073
C -2.457 1.251 -7.281
H -2.369 3.202 -0.034
C -2.731 6.259 -0.302
H -2.301 -7.487 -0.741
H -4.233 -0.064 6.740
C -3.880 2.935 -5.955
C -2.779 -1.034 -0.534
C 4.764 0.290 8.157
H -2.570 2.172 4.601
C 4.230 0.840 4.440
C 3.218 -5.822 -0.514
C -7.448 -4.330 -5.389
H 5.391 1.110 2.626
H -4.391 2.001 1.218
C 0.579 4.230 -7.432
C 3.227 3.650 0.924
C 6.997 2.221 -0.510
H 6.892 -3.632 -2.416
H 0.884 4.765 1.679
C -1.763 5.095 -7.822
H 7.049 -5.213 -0.090
H -0.334 -1.791 3.270
C -0.310 3.854 -2.024
N 5.537 2.637 -2.621
C -1.295 -1.337 -0.819
H -1.471 -6.081 -0.268
C -0.692 -8.277 1.159
H -3.169 2.544 -8.889
H -6.237 -2.046 -1.549
H 7.518 -0.046 -1.696
H -1.861 5.824 -7.011
C 6.414 -5.738 -0.793
H 3.936 -1.116 3.574
H 4.173 -6.272 -2.337
H -5.132 -0.334 -4.830
C -3.182 -8.261 1.689
H -1.374 0.810 -5.064
H 4.507 1.373 -0.324
H 6.648 2.217 5.962
H 3.221 2.530 3.679
H 2.234 -4.892 1.288
H -4.457 3.831 -2.147
C 1.256 2.580 -3.487
H 0.105 -1.290 -2.517
H -2.374 -1.024 2.809
H 5.889 2.080 3.999
H -8.195 -5.162 -5.503
C -2.205 0.765 6.186
N -1.540 -0.598 6.198
H 5.003 -5.760 1.700
C -1.027 -2.874 -0.783
H -2.853 3.924 1.899
C -2.289 -6.750 0.054
N -5.009 5.180 0.172
C 3.833 3.016 5.753
H 6.838 5.330 -2.373
C 0.043 0.561 2.210
H -6.800 -4.622 -4.591
H -1.579 -4.909 4.759
H -2.680 -4.587 2.196
H 0.737 5.087 -6.772
H 5.175 0.766 9.090
C 3.893 -2.473 1.194
H -0.850 0.189 -2.427
C -6.283 3.964 1.710
H -4.885 7.495 -1.525
H -6.367 3.026 2.254
C -0.588 1.166 8.165
H 2.369 1.709 4.883
H -0.265 -4.614 3.596
H -3.270 -1.686 -1.250
N -1.276 3.160 -6.280
H -8.118 -2.462 -7.060
H -2.975 7.140 0.208
H 2.725 4.647 -3.319
H -0.633 3.037 -1.409
C -6.048 -1.275 -2.309
H -3.330 0.604 8.047
C -2.177 -0.659 1.822
H -4.038 3.477 2.952
H 0.775 -2.634 7.589
H -3.985 3.641 -5.144
H 2.948 3.631 5.963
H 6.301 -4.797 -3.437
C 6.413 3.429 -3.579
C 5.345 -4.731 -1.428
H 7.900 2.938 -4.914
H -1.072 3.349 -9.543
H -4.120 -1.280 1.190
H -5.443 5.953 -2.271
C -3.049 -1.428 0.878
H -3.149 2.181 -1.288
H -2.891 -2.482 1.000
H -2.005 -1.917 4.979
H -3.400 0.708 -7.291
H 8.737 1.922 -2.735
C 0.090 -0.160 8.010
C -0.858 -0.908 -2.217
C -1.960 -1.658 8.434
H -0.850 -9.432 3.013
H -2.941 -8.873 2.541
H 1.025 4.418 -8.442
C -8.112 -2.963 -5.085
C 7.225 2.336 -4.262
C -3.659 4.188 -1.547
H 0.334 -2.137 5.973
N 4.533 0.184 5.752
H 0.901 -9.215 2.288
C 5.057 1.044 6.843
H -0.921 3.800 -2.914
H -5.707 -2.085 -6.561
H -10.058 -3.381 -5.927
H -1.999 -7.045 5.573
H 0.949 6.563 -1.600
C 3.944 -5.383 -1.748
H 0.448 -0.536 9.016
C 5.928 -4.059 -2.675
H -4.077 1.676 6.823
H -3.209 -7.054 4.212
H 2.356 6.266 0.259
H -1.330 -3.369 0.137
C 5.346 4.080 -4.595
H -1.543 0.582 -7.128
H 3.284 -4.644 -2.316
H -5.966 6.696 0.568
C -3.990 5.521 -0.857
H -8.573 -3.195 -2.310
H 7.014 -6.132 -1.650
H 5.409 -0.136 -0.611
C 4.155 2.241 6.992
C 1.876 6.013 -1.824
H 5.206 -0.724 8.217
C -1.031 2.818 -8.598
H 1.149 3.366 -6.948
C -3.569 0.749 7.004
C -2.493 2.258 -6.105
C 1.155 3.662 -2.377
H 2.466 -0.332 4.001
H -0.644 -3.312 6.775
H -6.774 0.091 -4.667
H -3.010 0.001 -0.774
H -0.578 -2.880 2.008
N 5.011 -3.635 -0.480
C 2.579 5.527 -0.486
C -3.845 4.207 2.154
H 0.081 4.999 0.074
H 0.924 -6.892 2.737
H -3.880 5.205 2.626
H -4.498 2.123 -5.676
H -0.285 1.870 6.163
H 3.899 3.253 -1.987
C -0.095 -8.730 2.516
H -0.479 4.847 -1.503
H -3.974 -7.614 1.959
H 0.910 2.903 -4.473
H 7.350 1.450 0.157
H -1.578 -3.314 -1.690
H 2.992 2.639 1.199
H -2.206 4.536 -5.231
H -6.397 -0.521 -6.976
H 7.792 5.130 -3.793
H -2.679 -2.221 7.814
H 3.322 4.285 1.814
H -3.187 0.545 4.361
C -3.340 3.050 -0.602
C -2.316 1.139 4.681
H 4.498 2.946 7.769
C 5.548 1.124 3.719
H 6.318 0.364 3.913
H -5.204 -3.663 -3.273
C 1.775 4.941 -2.882
C 7.991 1.407 -3.315
C -7.842 -1.925 -6.174
C -0.932 -1.169 7.424
H -0.316 1.512 1.912
H 4.302 -4.656 2.851
C 6.201 1.622 -1.653
H 3.833 -6.623 0.006
H 0.815 1.954 -0.237
H 4.162 3.655 0.347
H 4.690 -1.984 1.854
H -4.168 3.403 -6.915
H -2.770 4.835 -8.104
H 5.888 -6.566 -0.306
N -1.638 -6.289 2.282
H -1.481 0.934 4.084
H -2.145 -8.425 4.383
C 6.535 1.395 6.656
H -0.154 2.194 -8.653
C -0.060 -2.368 6.935
H -2.161 6.705 -1.123
C -6.422 -1.337 -6.232
H -5.029 -0.929 -2.100
C -2.200 -7.353 4.540
H 3.252 1.842 7.412
H 0.120 1.883 8.644
H -5.352 2.319 -0.200
N -7.646 -2.409 -3.770
C -0.699 -5.329 4.269
H -1.619 -1.321 -2.892
C -2.240 1.434 -4.833
O 4.800 3.601 -1.813
C -0.067 -1.964 2.216
H -1.328 0.995 8.946
H -4.124 -2.507 -3.821
C -6.251 -1.847 -3.723
C -1.976 -7.385 1.313
H 6.461 -0.076 -3.068
N -0.442 -0.514 0.093
C -1.111 -6.642 3.599
H -3.297 -6.359 0.001
H -6.515 4.681 2.515
H 6.102 -2.136 -0.220
O -7.823 -3.468 -2.829
H 4.914 4.976 -4.148
H 1.010 -2.122 2.055
H 0.049 -3.006 -0.879
H -2.824 4.357 -2.188
O 6.292 -3.088 -0.091
```

SMILES	CC1(C)CCCC(C)(C)N1O.CC1(C)CCCC(C)(C)N1O.CC1(C)CCCC(C)(C)N1O.CC1(C)CCCC(C)(C)N1O.CC1(C)CCCC(C)(C)N1O.CC1(C)CCCC(C)(C)N1O.CC1(C)CCCC(C)(C)N1O.CC1(C)CCCC(C)(C)N1O.CC1(C)CCCC(C)(C)N1O.CC1(C)CCCC(C)(C)N1O
E_tot	-4842.601923	hartree
ΔE to the lowest compared entry with this formula, charge and spin	57.9	kcal per mole
max |F|	3.6	eV/Å

=====

[2]
Density functional theory data (wB97M-V/def2-TZVPD) for a structure of composition C36H43O17S at a distorted geometry.

Structure (XYZ):
```
97
Properties=species:S:1:pos:R:3
C -6.089 5.114 -1.500
C -1.640 2.410 6.349
H 1.355 -1.358 2.458
C -8.545 5.092 -1.135
H 0.681 -4.673 -2.058
H -6.011 7.193 1.585
C 4.535 -0.791 2.495
H 1.804 -3.352 -2.477
O -4.873 6.347 0.100
H -1.587 -3.890 -1.666
H 5.744 -2.304 0.311
H 2.039 -3.695 -5.210
H -1.685 -2.509 -0.578
O -1.792 -0.625 -1.758
H 4.936 -6.608 -3.645
O -1.030 1.239 4.393
H 3.060 -1.819 3.644
O -2.352 3.754 8.120
H -9.297 6.162 0.611
C 4.151 -2.728 -1.046
C -2.128 3.264 4.017
O -6.975 7.040 1.539
O 1.555 -4.331 -7.733
O -3.372 5.514 6.437
H -1.211 1.654 6.991
C 0.091 1.953 -0.189
C -2.599 1.508 -1.162
S 0.354 0.688 1.761
C 3.517 -0.839 3.660
C 1.128 -3.739 -1.733
H 3.970 -2.556 -2.097
H -0.830 -3.954 -0.087
C -7.182 6.301 0.456
C 2.850 -2.759 -0.243
C 1.957 -3.970 -0.481
O 0.694 -0.197 -0.823
H 4.052 -0.779 4.594
C 3.984 -6.886 -6.592
C 2.360 -4.956 -6.891
H 3.955 -0.143 -0.867
H 5.932 -1.589 -1.246
C -2.297 2.694 -0.613
O 0.131 -2.755 -1.479
H -3.587 1.279 -1.535
O 3.654 -5.006 -3.594
H 4.939 -1.787 2.389
C -7.304 4.710 -1.890
H 1.081 2.189 0.183
H 3.795 0.817 1.381
H 2.300 -1.848 -0.434
O -0.708 4.094 0.377
H 2.734 1.102 3.026
C 4.167 -6.484 -5.329
H -2.826 4.607 8.207
H -0.489 -0.139 1.119
C 2.543 -4.557 -5.624
H 2.530 -4.884 -0.529
C -0.922 2.998 -0.098
C -2.240 3.511 6.833
C -5.945 5.939 -0.313
H -5.188 4.848 -2.035
H 2.154 0.549 4.551
O -3.179 3.673 -0.486
C 5.205 -1.783 -0.469
O -1.978 2.990 2.717
H -1.534 2.118 2.724
O -9.613 4.700 -1.561
C -1.583 0.469 -1.274
C 3.064 -6.159 -7.455
H -8.472 3.814 -3.014
O 4.991 -7.097 -4.488
H 1.604 -4.825 -8.576
C -2.834 4.558 5.926
H 4.497 -7.740 -7.010
H 5.431 0.337 -0.117
C 4.655 -0.415 -0.084
C 1.165 -0.418 2.952
H 1.271 -4.018 0.355
H 2.900 -0.625 1.109
C 2.417 0.219 3.557
C 3.445 -5.297 -4.761
H 0.320 -0.989 -1.283
C 3.906 -0.251 1.231
H 3.133 -2.763 0.803
H 0.421 -0.589 3.714
H -3.142 5.121 3.836
C -1.556 2.216 4.922
O 2.830 -6.463 -8.606
C -8.400 5.904 0.066
H -2.713 4.424 -0.067
H 1.284 0.922 0.810
H 5.356 -0.139 2.773
H 4.556 -3.732 -0.997
C -1.044 -3.305 -0.930
C -0.206 0.765 -0.738
O -7.506 3.952 -2.958
C -2.726 4.361 4.483
```

net charge	+1
E_tot	-3074.479616	hartree
max |F|	3.4	eV/Å